Record 1
Computed, not measured: a cluster of 2 separate species, C4H12 in total, with ωB97M-V with the def2-TZVPD basis set.

Geometry as XYZ:
```
16
C4H12 ωB97M-V with the def2-TZVPD basis set
C 0.472 -0.313 -1.717
C 0.270 0.823 -2.791
H 1.490 -0.860 -1.712
H 0.563 0.264 -0.757
H -0.355 -0.903 -1.615
H 1.221 1.482 -2.994
H -0.029 0.298 -3.673
H -0.447 1.558 -2.503
C -0.403 0.172 1.565
C -0.353 -0.771 2.867
H 0.597 0.601 1.339
H -1.151 -0.248 0.963
H -0.537 1.202 1.915
H -1.099 -0.584 3.595
H 0.586 -0.527 3.324
H -0.749 -1.745 2.568
```

The calculation puts the HOMO energy (alpha / beta) at 1.512 / -6.535 eV. As for the spin multiplicity: 2. The value obtained for the total energy is -4339.00021 eV. Its charge is -1. As for the molar mass: 60.1 g mol⁻¹. The HOMO-LUMO gap (alpha / beta) comes out at 2.73 / 10.88 eV.

Record 2
Computed, not measured: a cluster of 7 separate species, C44H64BrN8O3 in total, with ωB97M-V with the def2-TZVPD basis set.

Geometry as XYZ:
```
120
C44H64BrN8O3 ωB97M-V with the def2-TZVPD basis set
C 8.096 -0.438 1.911
C 6.785 -0.762 2.585
O 6.019 0.460 2.712
C 4.787 0.267 3.215
O 4.597 -0.236 4.275
C 3.674 0.738 2.326
C 2.574 1.462 3.110
C 1.766 0.480 3.997
C 0.291 0.702 3.960
C -0.485 0.954 5.081
C 0.037 0.978 6.487
C 0.634 -0.386 6.929
C -0.300 -1.158 7.833
Br 2.342 -0.084 7.811
C -1.844 1.185 4.848
N -2.336 1.157 3.630
N -1.661 0.893 2.518
C -0.381 0.650 2.703
O 0.341 0.341 1.642
C -0.259 -0.594 0.689
C 0.829 -1.444 0.035
C 1.062 -0.936 -1.399
C 0.359 -2.910 -0.027
C 0.685 -3.825 1.187
C -0.580 -4.587 1.600
C 1.201 -3.069 2.407
H 8.640 0.284 2.516
H 8.687 -1.351 1.876
H 7.937 -0.055 0.907
H 6.198 -1.465 1.992
H 6.971 -1.201 3.564
H 4.096 1.379 1.555
H 3.268 -0.127 1.798
H 1.952 1.977 2.384
H 3.069 2.183 3.756
H 2.104 0.621 5.019
H 2.006 -0.554 3.752
H -0.812 1.153 7.147
H 0.756 1.779 6.632
H 0.863 -1.003 6.065
H -1.230 -1.402 7.317
H -0.502 -0.633 8.763
H 0.162 -2.107 8.101
H -2.530 1.385 5.659
H -3.320 1.349 3.490
H -0.798 -0.008 -0.053
H -0.978 -1.220 1.216
H 1.776 -1.322 0.551
H 1.532 0.047 -1.384
H 0.135 -0.919 -1.970
H 1.759 -1.605 -1.905
H 0.758 -3.341 -0.943
H -0.726 -2.912 -0.155
H 1.423 -4.561 0.867
H -0.335 -5.208 2.462
H -0.983 -5.197 0.799
H -1.330 -3.877 1.959
H 1.369 -3.746 3.243
H 0.446 -2.344 2.729
H 2.140 -2.546 2.231
N -2.999 2.286 -1.383
C -2.964 3.357 -2.236
C -2.344 4.390 -1.587
C -1.986 3.925 -0.293
C -2.398 2.622 -0.195
H -3.398 1.388 -1.599
H -3.380 3.291 -3.227
H -2.167 5.370 -1.997
H -1.480 4.486 0.475
H -2.312 1.914 0.614
N -5.201 -5.576 2.728
C -5.700 -6.825 2.476
C -4.775 -7.740 2.900
C -3.674 -7.015 3.432
C -3.967 -5.684 3.312
H -5.671 -4.717 2.514
H -6.665 -6.956 2.019
H -4.876 -8.810 2.839
H -2.773 -7.427 3.854
H -3.406 -4.809 3.592
N 1.320 1.683 -3.690
C 0.392 2.343 -2.926
C 0.850 3.614 -2.723
C 2.105 3.727 -3.385
C 2.365 2.521 -3.979
H 1.245 0.729 -3.994
H -0.512 1.856 -2.599
H 0.344 4.378 -2.161
H 2.738 4.597 -3.428
H 3.195 2.189 -4.579
N 5.092 4.492 -5.925
C 5.535 3.266 -6.344
C 5.149 3.104 -7.647
C 4.449 4.280 -8.031
C 4.432 5.117 -6.948
H 5.231 4.874 -5.008
H 6.084 2.619 -5.682
H 5.349 2.241 -8.260
H 4.011 4.488 -8.992
H 4.009 6.098 -6.818
N -6.097 1.573 -1.635
C -6.679 0.503 -1.005
C -7.589 -0.047 -1.867
C -7.556 0.721 -3.062
C -6.628 1.712 -2.889
H -5.399 2.172 -1.232
H -6.397 0.228 -0.003
H -8.211 -0.902 -1.664
H -8.149 0.563 -3.947
H -6.302 2.499 -3.546
N -0.680 0.869 -6.403
C -1.247 -0.194 -5.753
C -2.186 -0.744 -6.585
C -2.183 0.018 -7.784
C -1.244 1.004 -7.640
H 0.037 1.463 -6.026
H -0.936 -0.469 -4.759
H -2.805 -1.597 -6.361
H -2.800 -0.141 -8.652
H -0.930 1.786 -8.310
```

The calculation puts the HOMO energy at -9.649 eV. As for the spin multiplicity: 1. The value obtained for the total energy is -134763.88606 eV. Its charge is +1. As for the molar mass: 833.0 g mol⁻¹. The HOMO-LUMO gap comes out at 5.12 eV.

Record 3
Computed, not measured: a cluster of 5 separate species, C18H22Cl6N2O4 in total, with ωB97M-V with the def2-TZVPD basis set.

Geometry as XYZ:
```
52
C18H22Cl6N2O4 ωB97M-V with the def2-TZVPD basis set
O -25.672 -14.922 5.872
N -24.534 -14.899 5.459
O -24.217 -14.929 4.293
C -23.480 -14.822 6.476
C -22.142 -14.691 6.118
C -21.127 -14.666 7.067
C -21.472 -14.769 8.406
C -22.812 -14.802 8.777
C -23.802 -14.897 7.818
H -21.929 -14.712 5.055
H -20.079 -14.516 6.849
H -20.762 -14.753 9.224
H -23.096 -14.923 9.814
H -24.809 -15.068 8.174
O -18.265 -11.885 16.229
N -17.416 -12.468 15.577
O -16.242 -12.552 15.893
C -17.825 -13.083 14.322
C -19.187 -13.126 14.019
C -19.609 -13.831 12.894
C -18.691 -14.349 12.011
C -17.341 -14.167 12.238
C -16.897 -13.582 13.412
H -19.929 -12.773 14.720
H -20.664 -14.017 12.738
H -18.979 -14.883 11.115
H -16.620 -14.490 11.497
H -15.833 -13.519 13.597
Cl -18.557 -16.332 16.215
C -18.733 -17.030 14.585
C -20.205 -16.941 14.232
Cl -20.427 -17.295 12.507
H -18.358 -18.050 14.569
H -18.087 -16.384 13.996
H -20.529 -15.920 14.408
H -20.774 -17.641 14.835
Cl -15.016 -9.298 9.262
C -14.837 -9.649 10.991
C -15.996 -10.450 11.546
Cl -17.449 -9.442 11.794
H -14.795 -8.663 11.444
H -13.920 -10.214 11.141
H -15.870 -11.004 12.471
H -16.298 -11.162 10.774
Cl -19.419 -11.694 10.205
C -19.159 -11.832 8.441
C -17.808 -12.451 8.080
Cl -17.671 -14.154 8.554
H -19.139 -10.784 8.144
H -19.999 -12.315 7.952
H -17.084 -11.902 8.674
H -17.737 -12.415 6.998
```

The calculation puts the HOMO energy at -10.198 eV. As for the spin multiplicity: 1. The value obtained for the total energy is -105322.62405 eV. Its charge is 0. Its SMILES is O=[N+]([O-])c1ccccc1.O=[N+]([O-])c1ccccc1.ClCCCl.ClCCCl.ClCCCl. As for the molar mass: 543.1 g mol⁻¹. The HOMO-LUMO gap comes out at 9.56 eV.

Record 4
Computed, not measured: a structure of composition C21H47OP3SeTi, with ωB97M-V with the def2-TZVPD basis set.

Geometry as XYZ:
```
74
C21H47OP3SeTi ωB97M-V with the def2-TZVPD basis set
Ti 0.206 -0.066 0.713
P 0.712 -2.407 1.441
P 2.531 -0.095 0.044
P -2.073 -0.922 0.729
H -0.795 4.680 -4.995
C -1.484 5.141 -4.267
C -1.359 4.882 -2.936
H -0.479 4.396 -2.439
C 0.754 -3.698 0.120
C 2.311 -2.715 2.299
C -0.382 -3.203 2.693
C 2.592 1.340 -1.081
C 3.696 0.398 1.369
C 3.473 -1.372 -0.857
C -3.058 0.276 -0.237
C -2.931 -0.955 2.344
C -2.583 -2.518 -0.013
H -2.275 5.808 -4.722
H -2.150 5.223 -2.268
H 1.038 -4.659 0.572
H 1.494 -3.422 -0.647
H -0.239 -3.795 -0.344
H 2.289 -3.753 2.665
H 2.423 -2.038 3.160
H 3.162 -2.607 1.616
H 0.159 -4.065 3.105
H -1.325 -3.570 2.268
H -0.579 -2.496 3.510
H 3.592 1.377 -1.539
H 2.426 2.268 -0.510
H 1.829 1.247 -1.869
H 4.648 0.738 0.927
H 3.882 -0.457 2.037
H 3.255 1.221 1.950
H 4.469 -0.969 -1.089
H 2.949 -1.628 -1.787
H 3.607 -2.277 -0.254
H -4.077 -0.114 -0.374
H -2.595 0.434 -1.223
H -3.115 1.232 0.307
H -4.017 -0.955 2.177
H -2.665 -0.062 2.923
H -2.657 -1.854 2.911
H -3.681 -2.566 -0.048
H -2.226 -3.373 0.573
H -2.180 -2.595 -1.034
C -0.733 -0.563 -3.953
C -0.776 0.830 -3.820
C -1.309 1.644 -4.822
C -1.889 1.041 -5.951
C -1.859 -0.360 -6.082
C -1.317 -1.165 -5.080
Se -0.020 -1.759 -2.609
H -0.118 -0.623 -1.569
H -0.417 1.231 -2.882
H -1.292 2.727 -4.698
H -2.408 1.598 -6.742
H -2.294 -0.807 -6.982
H -1.356 -2.253 -5.138
C -1.072 2.481 3.149
C 0.183 2.112 2.342
O 0.531 0.703 2.488
C 0.818 0.329 3.855
C 2.027 1.049 4.424
H -1.915 1.776 3.037
H -1.406 3.462 2.791
H -0.837 2.592 4.215
H 0.018 2.304 1.258
H 1.052 2.699 2.691
H -0.085 0.592 4.414
H 0.943 -0.765 3.908
H 1.818 2.106 4.625
H 2.212 0.597 5.405
H 2.931 0.964 3.806
```

The calculation puts the HOMO energy (alpha / beta) at -15.888 / -15.888 eV. As for the spin multiplicity: 2. The value obtained for the total energy is -140887.10090 eV. Its charge is +3. As for the molar mass: 535.4 g mol⁻¹. The HOMO-LUMO gap (alpha / beta) comes out at 4.93 / 5.26 eV.

no.,maximum force (eV/Å)
1,5.58
2,1.43
3,1.53
4,2.52